62
Properties=species:S:1:pos:R:3:nbo_charge:R:1 method="wB97M-V/def2-TZVPD" de_lowest_kj_mol=0.0 orbital_gap_ev=6.20 total_energy_ha=-2056.212547 multiplicity=1 total_charge=+2 e_homo_ha=-0.492
Au 0.17590 -0.64059 0.69878 1.244
C -3.28606 0.97353 2.82233 -0.258
O -2.22437 1.01207 1.86327 -0.521
C -2.45410 1.67730 0.70352 0.277
C -3.67585 2.20369 0.30789 -0.275
C -3.78502 2.84517 -0.92036 -0.156
C -2.69224 2.97014 -1.76473 -0.227
C -1.46965 2.44510 -1.37464 -0.220
C -1.36063 1.80312 -0.15382 0.104
N -0.08205 1.29479 0.27445 -0.305
N 0.82698 2.16532 0.38594 -0.073
C 2.07590 2.03909 0.80860 0.015
C 2.61844 0.84661 1.38024 0.413
O 1.95969 -0.26856 1.50044 -0.697
C 3.93755 0.85776 1.88302 -0.310
C 4.68976 1.99009 1.80572 -0.014
C 4.20666 3.20410 1.23958 -0.151
C 5.02040 4.34996 1.18609 -0.132
C 4.53503 5.51597 0.64991 -0.200
C 3.22545 5.55749 0.15813 -0.148
C 2.41283 4.44527 0.19721 -0.219
C 2.89250 3.24870 0.74027 0.065
H -3.59289 1.98312 3.09529 0.203
H -2.88152 0.46850 3.69352 0.212
H -4.13956 0.41432 2.43578 0.188
H -4.54105 2.12996 0.95014 0.241
H -4.74078 3.25910 -1.21182 0.240
H -2.78464 3.48541 -2.71025 0.239
H -0.58974 2.55586 -1.99727 0.226
H 4.32259 -0.05198 2.32060 0.243
H 5.70279 1.97439 2.19083 0.239
H 6.02922 4.29694 1.57528 0.230
H 5.15596 6.39980 0.60868 0.240
H 2.84248 6.47924 -0.25927 0.235
H 1.40308 4.49831 -0.18360 0.229
C -3.38257 -3.52512 -1.77839 -0.419
N -2.33994 -2.67137 -2.32692 -0.350
C -1.97741 -2.73715 -3.75332 -0.226
C -0.76425 -1.79465 -3.85102 -0.232
N -0.67867 -1.24463 -2.48433 -0.580
C -1.63280 -1.75945 -1.69698 0.340
S -1.93308 -1.30719 -0.05871 -0.043
H -4.35871 -3.20835 -2.14475 0.235
H -3.36975 -3.46836 -0.69313 0.235
H -3.19649 -4.55138 -2.09234 0.237
H -2.82260 -2.40994 -4.35864 0.231
H -1.73367 -3.76507 -4.01719 0.238
H -0.91721 -0.99691 -4.57361 0.235
H 0.15287 -2.32453 -4.09849 0.229
H -0.29050 -0.33560 -2.29083 0.430
N 0.07857 -6.55167 -1.37649 -0.209
C 0.31765 -5.87233 -0.48276 0.233
C 0.60914 -4.92874 0.55983 -0.174
C 1.04391 -5.28129 1.83534 -0.054
C 1.27079 -4.27101 2.75531 -0.225
C 1.04167 -2.95577 2.39421 0.092
N 0.60804 -2.63248 1.16759 -0.502
C 0.41004 -3.59251 0.26339 0.103
H 1.20046 -6.31974 2.09461 0.265
H 1.61671 -4.49449 3.75401 0.266
H 1.21015 -2.13809 3.08109 0.243
H 0.10460 -3.29124 -0.72725 0.224

14
Properties=species:S:1:pos:R:3:nbo_charge:R:1 method="wB97M-V/def2-TZVPD" de_lowest_kj_mol=199.8 orbital_gap_ev=9.59 total_energy_ha=-457.181025 multiplicity=1 e_homo_ha=-0.323
O 0.03601 -1.40369 -2.37587 -0.623
N 0.11341 -0.05083 -2.85622 -0.184
C 0.03634 0.72637 -1.84935 0.204
N 0.03074 0.32330 -0.52909 -0.451
N -0.16071 1.27339 0.36674 -0.181
C -0.21120 0.98553 1.60819 -0.044
C 0.06793 -0.38140 2.14218 -0.028
F -0.74538 -1.39302 1.59697 -0.375
H 0.13594 -1.92753 -3.15059 0.481
H 0.07129 1.79929 -2.07144 0.211
H -0.11848 -0.66167 -0.36969 0.417
H -0.19671 1.85365 2.28411 0.202
H -0.14188 -0.43690 3.22559 0.186
H 1.08269 -0.70652 1.97847 0.185

97
Properties=species:S:1:pos:R:3:mulliken_charge:R:1 method="wB97M-V/def2-TZVPD" de_lowest_kj_mol=38.4 orbital_gap_ev=8.11 total_energy_ha=-5572.499931 multiplicity=1 total_charge=-1 e_homo_ha=-0.227
P -0.43336 0.40417 0.33962 1.892
F -0.37438 2.01032 0.08187 -0.361
F -1.93557 0.35556 -0.26325 -0.361
F 0.17426 0.18997 -1.15196 -0.642
F -0.48491 -1.19147 0.54211 -0.461
F 1.05215 0.43129 0.94870 -0.326
F -1.04805 0.65516 1.81065 -0.395
O -4.95817 2.95384 2.31274 -0.627
S -3.97670 3.97255 2.31189 1.237
O -4.34955 5.34511 2.26655 -0.658
O -3.10527 3.87050 3.62224 -0.388
C -2.49416 2.59745 3.91576 0.127
C -2.65528 2.27902 5.37359 -1.272
C -2.79142 3.59425 1.06803 -0.643
H -1.44234 2.66336 3.63165 0.197
H -2.94381 1.80293 3.31638 0.330
H -2.29503 1.27979 5.60419 0.215
H -3.69854 2.37329 5.68681 0.339
H -2.14994 3.02308 5.99754 0.348
H -3.24698 3.79851 0.10394 0.419
H -2.59170 2.52675 1.17221 -0.044
H -1.83561 4.06949 1.26739 0.321
O -2.20344 4.75241 -3.06650 -0.642
S -1.14618 3.99322 -3.65356 1.234
O -0.86064 4.07373 -5.04756 -0.666
O 0.22256 4.37866 -2.94386 -0.298
C 0.17307 4.82118 -1.54906 0.541
C 0.97430 6.08391 -1.43513 -1.519
C -1.27518 2.29025 -3.17501 -0.451
H 0.58446 3.97576 -0.99642 -0.124
H -0.85091 4.97294 -1.21341 0.366
H 2.03598 5.93273 -1.63045 0.305
H 0.89549 6.46497 -0.41454 0.387
H 0.59119 6.82262 -2.13724 0.335
H -1.53052 2.28075 -2.11869 -0.117
H -0.27266 1.89907 -3.32356 0.092
H -2.01224 1.84176 -3.83432 0.520
O 5.66068 -1.54743 -3.74859 -0.650
S 4.57543 -0.62887 -3.76162 1.308
O 3.28022 -1.00592 -4.21748 -0.588
O 4.46251 -0.13951 -2.27165 -0.396
C 3.25322 0.58871 -1.84856 0.594
C 3.19180 2.00488 -2.36183 -1.190
C 5.11295 0.81417 -4.64736 -0.979
H 3.35708 0.59808 -0.76887 0.330
H 2.45058 -0.04683 -2.20640 -0.061
H 4.19403 2.43709 -2.31470 0.369
H 2.45767 2.62044 -1.84977 0.196
H 2.90096 2.01644 -3.41664 0.108
H 4.23745 1.39510 -4.91836 0.327
H 5.59683 0.44685 -5.54839 0.394
H 5.79194 1.34486 -3.98889 0.302
O -0.36329 -4.24904 -3.21712 -0.632
S -1.21305 -3.13662 -3.42893 1.185
O -2.12146 -3.08814 -4.52560 -0.678
O -2.05469 -2.97327 -2.08821 -0.210
C -3.37122 -2.40639 -2.16179 -0.211
C -3.87020 -2.20713 -0.75660 -0.824
C -0.26544 -1.63095 -3.41400 -0.389
H -4.05276 -3.02159 -2.74903 0.329
H -3.32683 -1.44363 -2.68103 0.272
H -3.14341 -1.67340 -0.13588 -0.105
H -4.03528 -3.14257 -0.21521 0.308
H -4.78937 -1.62190 -0.74696 0.422
H 0.61838 -1.77216 -2.80606 0.005
H -0.94035 -0.90731 -2.96157 -0.117
H -0.09564 -1.41609 -4.46514 0.494
C 1.10257 -0.71034 4.36945 -0.965
S 0.41424 -2.30009 3.92076 1.103
O 1.40444 -3.35272 4.16646 -0.659
C -0.82350 -2.41592 5.21784 -1.277
H 0.57255 0.06589 3.81217 0.090
H 2.08837 -0.69277 3.89483 0.303
H 1.22577 -0.54296 5.43845 0.402
H -0.26555 -2.41487 6.16104 0.411
H -1.42084 -3.30768 5.08735 0.372
H -1.39463 -1.48526 5.28080 0.245
C 2.70140 -2.43731 0.05937 -0.323
S 3.35605 -3.04460 1.62602 0.616
O 2.79772 -4.38121 1.86156 -0.620
C 5.02222 -3.37948 0.98527 -1.093
H 3.23031 -1.49470 -0.08757 0.182
H 1.64015 -2.26462 0.22941 -0.416
H 2.84702 -3.08004 -0.80841 0.552
H 5.61625 -3.73849 1.82123 0.373
H 5.44210 -2.46489 0.56329 0.315
H 4.91418 -4.13335 0.20870 0.300
C -0.67123 -4.43523 0.72104 0.072
S -1.58246 -5.21641 2.04547 0.332
O -0.60649 -5.32564 3.15993 -0.564
C -2.69514 -3.81484 2.35699 -0.093
H 0.16803 -5.06328 0.42809 0.426
H -0.28447 -3.50392 1.13418 -0.488
H -1.29784 -4.25705 -0.15343 0.129
H -2.43341 -2.96404 1.72858 -0.374
H -2.59047 -3.49249 3.38879 0.108
H -3.71706 -4.14843 2.18520 0.414

11
Properties=species:S:1:pos:R:3:nbo_charge:R:1 method="wB97M-V/def2-TZVPD" s_squared=2.01 de_lowest_kj_mol=437.3 orbital_gap_ev="7.22 / 5.92" total_energy_ha=-682.313161 multiplicity=3 e_homo_ha="-0.245 / -0.349"
C -0.57571 -0.96026 -1.31017 -0.789
C 0.05116 0.98049 0.33976 -0.455
N 0.80242 0.20931 1.37884 0.269
O 1.39295 -0.77697 1.02068 -0.415
O 0.62921 0.63678 2.50223 -0.282
S -1.38251 0.08684 -0.09883 0.417
H 0.15770 -1.64525 -0.73547 0.275
H -0.24047 -0.34073 -2.10434 0.226
H -1.17141 -1.69404 -1.74864 0.239
H 0.80808 1.36696 -0.35496 0.253
H -0.47142 2.13687 1.11089 0.262